Entry 1:
{
  "formula": "C21H47BrN",
  "method": "ωB97M-V with the def2-TZVPD basis set",
  "symbols": ["C", "C", "C", "C", "C", "C", "C", "C", "C", "N", "Br", "H", "H", "H", "H", "H", "H", "H", "H", "H", "H", "H", "H", "H", "H", "H", "H", "H", "H", "H", "C", "C", "C", "C", "C", "C", "H", "H", "H", "H", "H", "H", "H", "H", "H", "H", "H", "H", "H", "H", "C", "C", "C", "C", "C", "C", "H", "H", "H", "H", "H", "H", "H", "H", "H", "H", "H", "H", "H", "H"],
  "coordinates": [[3.0245, -2.4393, 0.8959], [2.6915, -3.0327, -0.4888], [3.1392, -2.1831, -1.6885], [2.1418, -1.1751, -2.2720], [1.6422, -0.0744, -1.3363], [0.4938, -0.4173, -0.3917], [-0.8492, -0.7032, -1.0890], [-1.4439, -2.0998, -0.8888], [-1.1239, -3.1298, -1.9817], [-1.7375, -4.4137, -1.8537], [-0.7742, -5.3135, -0.4272], [2.2144, -2.6142, 1.6044], [3.2016, -1.3659, 0.8375], [3.9164, -2.9103, 1.3137], [3.1663, -4.0123, -0.5723], [1.6226, -3.2411, -0.5542], [4.0515, -1.6365, -1.4156], [3.4294, -2.8586, -2.4973], [2.6458, -0.6829, -3.1103], [1.2869, -1.7094, -2.6975], [1.2995, 0.7721, -1.9429], [2.4997, 0.2929, -0.7638], [0.7532, -1.2564, 0.2532], [0.3721, 0.4434, 0.2739], [-1.5791, 0.0180, -0.7125], [-0.7530, -0.5080, -2.1651], [-1.1235, -2.4926, 0.0834], [-2.5360, -2.0447, -0.8473], [-1.5399, -2.7281, -2.9237], [-0.0243, -3.1620, -2.1294], [6.5101, 3.3266, 3.4172], [5.3846, 2.7351, 4.2604], [5.1282, 1.2544, 3.9845], [4.7234, 0.9315, 2.5455], [3.4816, 1.6672, 2.0483], [2.2207, 1.3385, 2.8410], [6.2786, 3.2832, 2.3522], [6.6883, 4.3724, 3.6723], [7.4423, 2.7795, 3.5760], [4.4671, 3.3061, 4.0925], [5.6259, 2.8573, 5.3200], [4.3557, 0.8954, 4.6699], [6.0326, 0.6866, 4.2268], [4.5462, -0.1449, 2.4689], [5.5587, 1.1461, 1.8725], [3.3216, 1.4016, 1.0021], [3.6554, 2.7480, 2.0606], [2.0211, 0.2650, 2.8191], [1.3499, 1.8439, 2.4222], [2.3088, 1.6432, 3.8859], [-4.2071, 0.7649, -0.1674], [-4.7099, 0.1385, -1.4634], [-5.1975, 1.1605, -2.4887], [-6.3671, 2.0308, -2.0236], [-7.6021, 1.2515, -1.5747], [-8.2006, 0.3749, -2.6704], [-4.9939, 1.3089, 0.3604], [-3.8241, -0.0025, 0.5063], [-3.3931, 1.4651, -0.3689], [-5.5047, -0.5778, -1.2384], [-3.9038, -0.4471, -1.9099], [-5.4733, 0.6369, -3.4082], [-4.3633, 1.8171, -2.7568], [-6.6512, 2.7029, -2.8411], [-6.0387, 2.6756, -1.2036], [-8.3577, 1.9624, -1.2276], [-7.3516, 0.6303, -0.7108], [-8.4672, 0.9741, -3.5446], [-9.1027, -0.1308, -2.3232], [-7.4994, -0.3942, -2.9958]],
  "e_tot_ev": -94071.8331,
  "charge": -1,
  "fmax_ev_per_a": 0.3
}


Entry 2:
{
  "formula": "C2H5NO",
  "method": "ωB97M-V with the def2-TZVPD basis set",
  "symbols": ["C", "C", "H", "H", "H", "H", "H", "N", "O"],
  "coordinates": [[1.4223, -0.2474, 0.0506], [-0.0696, 0.1658, -0.0144], [1.6163, -1.3143, -0.1730], [1.8714, 0.1222, 0.9383], [1.9145, 0.3120, -0.7257], [-0.7830, -2.0334, 1.5586], [-2.0303, -0.7744, 1.1538], [-0.9315, -0.8745, -0.5194], [-0.5231, 1.2873, 0.0833]],
  "fmax_ev_per_a": 4.1,
  "e_above_lowest_kj_mol": 994.23
}


Entry 3:
{
  "formula": "C33H30FeN4P2S3",
  "method": "ωB97M-V with the def2-TZVPD basis set",
  "symbols": ["Fe", "C", "C", "N", "N", "C", "N", "S", "C", "C", "C", "C", "C", "N", "H", "H", "H", "H", "H", "H", "H", "H", "H", "H", "S", "P", "C", "P", "S", "C", "C", "C", "C", "C", "C", "C", "C", "C", "C", "C", "C", "C", "C", "C", "C", "C", "C", "C", "C", "C", "C", "C", "C", "H", "H", "H", "H", "H", "H", "H", "H", "H", "H", "H", "H", "H", "H", "H", "H", "H", "H", "H", "H"],
  "coordinates": [[-1.8899, -0.0917, 1.1482], [0.2177, -0.9426, 4.9530], [-0.5364, -1.0187, 3.6643], [-0.6795, -0.0089, 2.8859], [-0.5395, 1.2565, 3.4676], [-1.6197, 2.0563, 3.3633], [-1.5293, 3.2828, 3.8736], [-3.0507, 1.5232, 2.6414], [-1.2828, -2.2055, 3.2436], [-1.1693, -3.4430, 3.8544], [-2.0646, -4.4491, 3.5210], [-3.0518, -4.1791, 2.5992], [-3.0752, -2.9245, 1.9947], [-2.2120, -1.9662, 2.2966], [-0.1966, -0.1518, 5.5791], [1.2627, -0.6988, 4.7495], [0.1827, -1.8728, 5.5126], [0.3844, 1.6510, 3.5969], [-0.6736, 3.6395, 4.2668], [-2.2921, 3.9169, 3.7099], [-0.3904, -3.6231, 4.5835], [-1.9970, -5.4241, 3.9865], [-3.7893, -4.9219, 2.3267], [-3.8089, -2.6905, 1.2354], [-2.2628, 2.2319, -0.6813], [-0.3090, 1.8685, -0.6902], [-0.2873, 0.1893, -0.2873], [-0.7346, -1.0804, -1.3850], [-2.6137, -1.5263, -0.8096], [0.3992, -2.4626, -1.0719], [0.3585, -3.5840, -1.8966], [1.1732, -4.6720, -1.6216], [2.0275, -4.6441, -0.5269], [2.0654, -3.5278, 0.2979], [1.2492, -2.4381, 0.0294], [-0.6593, -0.7720, -3.1656], [0.5711, -0.8174, -3.8205], [0.6279, -0.5997, -5.1869], [-0.5377, -0.3431, -5.8996], [-1.7598, -0.2892, -5.2441], [-1.8237, -0.5000, -3.8741], [0.6138, 2.6695, 0.6604], [0.3212, 3.9748, 1.0392], [1.0772, 4.5919, 2.0303], [2.1274, 3.9126, 2.6344], [2.4294, 2.6086, 2.2478], [1.6723, 1.9890, 1.2619], [0.5787, 2.3713, -2.1789], [-0.1151, 2.9035, -3.2608], [0.5826, 3.2936, -4.3948], [1.9633, 3.1484, -4.4467], [2.6526, 2.6126, -3.3681], [1.9637, 2.2274, -2.2273], [-0.3075, -3.6030, -2.7517], [1.1434, -5.5430, -2.2640], [2.6662, -5.4933, -0.3184], [2.7360, -3.5034, 1.1487], [1.2648, -1.5629, 0.6695], [1.4764, -1.0388, -3.2657], [1.5816, -0.6386, -5.6985], [-0.4916, -0.1871, -6.9700], [-2.6680, -0.0920, -5.7994], [-2.7721, -0.4716, -3.3526], [-0.5051, 4.4943, 0.5664], [0.8526, 5.6118, 2.3226], [2.7275, 4.4035, 3.3918], [3.2640, 2.0842, 2.6993], [1.8892, 0.9691, 0.9586], [-1.1910, 3.0158, -3.2040], [0.0455, 3.7142, -5.2359], [2.5069, 3.4594, -5.3306], [3.7298, 2.5047, -3.4080], [2.5017, 1.8264, -1.3752]],
  "charge": 1,
  "spin_multiplicity": 6,
  "fmax_ev_per_a": 0.9,
  "e_above_lowest_kj_mol": 80.40
}


Entry 4:
{
  "formula": "C36H62BrClCrGeO3P2Si4",
  "method": "ωB97M-V with the def2-TZVPD basis set",
  "symbols": ["Cr", "C", "P", "C", "C", "C", "C", "C", "C", "C", "P", "C", "C", "H", "H", "H", "H", "H", "H", "H", "H", "H", "H", "H", "H", "H", "H", "H", "H", "Br", "C", "C", "C", "C", "C", "C", "C", "O", "O", "H", "H", "H", "H", "C", "Si", "C", "C", "Ge", "Si", "C", "C", "C", "Si", "C", "C", "C", "H", "H", "H", "H", "H", "H", "H", "H", "H", "H", "H", "H", "H", "H", "H", "H", "H", "H", "H", "H", "H", "H", "H", "H", "H", "H", "H", "C", "Si", "C", "C", "O", "H", "H", "H", "H", "H", "H", "H", "H", "H", "Cl", "C", "C", "C", "C", "C", "C", "C", "H", "H", "H", "H", "H", "H"],
  "coordinates": [[-0.1186, 0.0752, 0.0815], [-1.1184, -0.6461, 3.8309], [-0.0624, 0.3081, 2.6803], [-0.2929, 2.0131, 3.2762], [1.6166, -0.1001, 3.3141], [1.8447, -0.2831, 4.6789], [3.0822, -0.6836, 5.1500], [4.1218, -0.8998, 4.2558], [3.9162, -0.6910, 2.9039], [2.6714, -0.2922, 2.4167], [2.4277, 0.0670, 0.6322], [3.4221, -1.2231, -0.1943], [3.4973, 1.5454, 0.5023], [-1.0286, -0.2856, 4.8568], [-0.8564, -1.7030, 3.7925], [-2.1544, -0.5278, 3.5195], [-0.0619, 2.1009, 4.3396], [-1.3293, 2.3060, 3.0984], [0.3462, 2.6760, 2.6938], [1.0422, -0.1231, 5.3884], [3.2351, -0.8298, 6.2120], [5.0919, -1.2241, 4.6114], [4.7388, -0.8458, 2.2164], [4.4847, -1.1586, 0.0449], [3.3017, -1.1085, -1.2724], [3.0346, -2.2022, 0.0843], [4.4812, 1.3520, 0.9349], [3.0270, 2.3788, 1.0264], [3.6019, 1.8383, -0.5427], [0.8432, 6.9937, 2.0665], [1.5202, 5.8800, 0.6630], [2.5825, 6.3627, -0.1044], [3.0526, 5.5255, -1.1338], [2.4966, 4.2962, -1.3776], [1.4116, 3.8108, -0.5827], [0.9338, 4.6598, 0.4664], [0.8692, 2.5229, -0.7575], [1.3071, 1.7398, -1.7221], [-0.0160, 2.0476, 0.0704], [3.0141, 7.3335, 0.0868], [3.8786, 5.8645, -1.7495], [2.8773, 3.6703, -2.1744], [0.1015, 4.3391, 1.0763], [-1.8146, -2.8351, -2.2348], [-1.7658, -1.2491, -3.2264], [-1.4459, -1.7868, -5.0179], [-3.5241, -0.5579, -3.2277], [0.0022, 0.4305, -2.7024], [-0.8995, 2.3173, -3.9014], [-2.3505, 3.1561, -3.0256], [0.4197, 3.6261, -4.1778], [-1.5442, 1.8130, -5.6104], [1.8991, -0.4337, -3.9115], [2.1006, -2.2743, -3.4973], [1.8007, -0.2676, -5.7930], [3.4932, 0.4768, -3.4600], [-2.6928, -3.4207, -2.5259], [-1.8716, -2.6041, -1.1736], [-0.9228, -3.4403, -2.3999], [-2.2387, -2.5045, -5.2616], [-0.4951, -2.3083, -5.1232], [-1.4853, -0.9831, -5.7489], [-4.1480, -1.2654, -3.7853], [-3.6113, 0.4155, -3.7109], [-3.9248, -0.4706, -2.2173], [-2.2457, 3.1774, -1.9411], [-3.3011, 2.6733, -3.2599], [-2.4136, 4.1931, -3.3707], [0.6378, 4.1749, -3.2612], [0.0601, 4.3365, -4.9299], [1.3617, 3.1963, -4.5276], [-2.5139, 1.3166, -5.5424], [-0.8671, 1.1641, -6.1641], [-1.6825, 2.7278, -6.1965], [1.5291, -2.8880, -4.1968], [1.7427, -2.5037, -2.4910], [3.1469, -2.5858, -3.5691], [0.9208, -0.7253, -6.2427], [2.6868, -0.7526, -6.2178], [1.8280, 0.7835, -6.0889], [3.5243, 0.7815, -2.4161], [3.5709, 1.3856, -4.0622], [4.3622, -0.1505, -3.6834], [1.2779, -3.5016, 2.3508], [0.1017, -3.2943, 0.8837], [0.6429, -4.6590, -0.3076], [-1.6351, -3.6951, 1.5139], [0.1365, -1.8521, 0.1741], [1.0609, -4.4601, 2.8342], [1.2159, -2.7242, 3.1123], [2.3176, -3.5400, 2.0118], [1.0585, -5.5088, 0.2421], [1.4204, -4.2864, -0.9805], [-0.1783, -5.0245, -0.9252], [-1.6472, -4.5832, 2.1524], [-2.3153, -3.8741, 0.6787], [-2.0409, -2.8593, 2.0901], [-5.2785, 3.3248, 4.0488], [-4.4045, 2.4127, 2.8380], [-3.5927, 3.0746, 1.9304], [-2.8934, 2.3464, 0.9823], [-2.9872, 0.9481, 0.9024], [-2.2355, 0.1660, -0.1018], [-3.8349, 0.3245, 1.8268], [-4.5330, 1.0368, 2.7923], [-3.4967, 4.1517, 1.9744], [-2.2237, 2.8648, 0.3091], [-2.3980, 0.5987, -1.0912], [-2.5872, -0.8712, -0.1157], [-3.9567, -0.7531, 1.7789], [-5.1829, 0.5304, 3.4945]],
  "charge": -1,
  "spin_multiplicity": 6,
  "fmax_ev_per_a": 0.4,
  "e_above_lowest_kj_mol": 26.34
}